(1)
Computed, not measured: a molecular structure, C28H55N6OPRuS at a distorted geometry, with the ωB97M-V functional and the def2-TZVPD basis.

Atoms and positions in Å:
H  -6.76  3.86  -1.31
S  -1.06  1.89  2.29
O  -2.41  0.03  -0.23
H  0.72  0.91  -3.11
N  0.72  -1.09  1.35
C  1.99  -0.52  -2.06
H  -2.07  2.63  -0.59
H  -3.68  -2.00  2.89
H  -7.48  -0.26  2.92
C  -5.72  3.51  -1.26
C  -5.04  0.40  -3.74
C  -4.01  -1.78  1.86
C  -4.20  -0.26  1.75
C  -5.28  -2.57  1.57
H  1.93  -1.59  -1.86
C  -2.01  -0.67  5.79
H  3.85  -0.29  0.39
H  -6.19  -2.27  3.50
H  -3.67  -1.11  -3.14
H  -6.39  -2.23  -2.65
H  -7.83  -1.24  -2.74
H  0.72  -0.73  -3.74
H  -3.32  0.21  2.20
H  -3.24  4.73  0.18
H  -2.29  -1.30  6.61
N  0.88  2.69  0.04
H  -3.24  0.49  -2.56
C  -2.25  0.68  5.79
C  -6.69  -0.59  2.25
P  -3.89  0.33  0.03
H  -7.04  -0.40  1.23
H  2.63  -1.18  2.29
H  2.00  0.44  1.95
Ru  -0.24  0.60  0.13
H  -5.10  -3.63  1.75
H  -3.20  -2.09  1.19
H  -5.43  1.35  -3.37
H  -4.49  -1.57  -1.10
H  -5.57  2.86  -2.12
H  0.75  -2.05  1.01
H  -3.67  2.37  1.13
H  -3.28  2.50  -1.88
C  -5.43  0.22  2.53
C  -3.35  4.37  -0.85
C  -4.76  -0.54  -1.36
H  -2.05  2.42  4.73
H  -7.01  0.01  -4.52
C  -3.11  2.86  -0.87
H  0.17  -1.06  2.22
H  -1.04  -2.22  4.63
C  -1.32  0.87  3.62
C  -6.28  -0.45  -1.47
C  -6.22  -0.54  -4.01
N  -1.01  -0.43  3.62
H  -4.51  0.62  -4.66
C  -4.08  -0.19  -2.71
C  -4.06  2.18  0.12
N  2.12  0.20  -0.78
H  0.26  3.50  -0.01
H  -4.71  5.02  -2.42
H  -5.67  3.42  0.86
C  -6.43  -2.08  2.45
C  -4.76  4.70  -1.38
H  3.45  1.52  -1.79
H  3.35  1.74  -0.04
H  -6.75  -0.90  -0.60
H  -6.24  1.94  0.13
H  -5.20  0.13  3.59
H  -5.90  -1.31  -4.71
H  2.87  -0.35  -2.69
C  2.82  -0.62  0.24
H  -5.62  1.28  2.33
H  2.86  -1.66  -0.09
C  2.08  -0.58  1.56
H  -2.61  4.88  -1.46
C  -5.50  2.73  0.03
C  -1.33  -1.17  4.67
C  2.76  1.52  -0.94
N  -0.42  -0.41  -1.97
H  -7.34  -2.65  2.22
H  -0.46  -1.41  -1.74
H  -1.29  -0.18  -2.44
H  -6.62  0.58  -1.54
H  1.44  2.81  0.89
C  0.74  -0.14  -2.82
H  -5.56  -2.47  0.52
H  1.16  2.52  -2.01
C  1.77  2.65  -1.13
H  -2.72  1.19  6.63
H  2.34  3.58  -1.25
H  -5.17  5.54  -0.81
N  -1.90  1.42  4.73
C  -6.74  -1.20  -2.72

**Strongest force on any atom**: 0.05540 Eh/bohr
**E_LUMO (spin up / spin down)**: -0.3874 / -0.3713 Eh
**⟨S²⟩**: 0.87
**Net charge**: +3
**Orbital gap (spin up / spin down)**: 6.315 / 6.743 eV
**E_HOMO (spin up / spin down)**: -16.9 / -16.8 eV
**2S+1**: 2
**Relative energy (zero: lowest compared OMol25 entry of this formula, charge and spin)**: 0.000 eV

Need the Löwdin charges? In units of e they are:
1 H 0.1294
2 S 0.7297
3 O -0.4797
4 H 0.1117
5 N -0.0098
6 C -0.1555
7 H 0.0552
8 H 0.1089
9 H 0.1262
10 C -0.1817
11 C -0.1883
12 C -0.1930
13 C -0.3481
14 C -0.1794
15 H 0.1292
16 C 0.0221
17 H 0.1443
18 H 0.1214
19 H 0.1260
20 H 0.1207
21 H 0.1228
22 H 0.1449
23 H 0.0566
24 H 0.1170
25 H 0.1362
26 N -0.0511
27 H 0.0617
28 C 0.0150
29 C -0.1778
30 P 0.9025
31 H 0.0911
32 H 0.1425
33 H 0.1071
34 Ru 1.1948
35 H 0.1236
36 H 0.1007
37 H 0.0893
38 H 0.1125
39 H 0.0849
40 H 0.1224
41 H 0.0835
42 H 0.1091
43 C -0.1723
44 C -0.1741
45 C -0.3081
46 H 0.1679
47 H 0.1205
48 C -0.2173
49 H 0.0400
50 H 0.1410
51 C -0.7526
52 C -0.1887
53 C -0.1695
54 N 0.0578
55 H 0.1235
56 C -0.1861
57 C -0.3434
58 N -0.1722
59 H 0.0989
60 H 0.1192
61 H 0.1288
62 C -0.1762
63 C -0.1646
64 H 0.1474
65 H 0.1358
66 H 0.0893
67 H 0.0940
68 H 0.1200
69 H 0.1180
70 H 0.1488
71 C -0.1592
72 H 0.1003
73 H 0.1307
74 C -0.2137
75 H 0.1131
76 C -0.1737
77 C -0.0429
78 C -0.1488
79 N -0.0032
80 H 0.1241
81 H 0.1131
82 H 0.0800
83 H 0.1106
84 H 0.0872
85 C -0.1954
86 H 0.0955
87 H 0.1062
88 C -0.2050
89 H 0.1604
90 H 0.1442
91 H 0.1201
92 N 0.1124
93 C -0.1602

(2)
Computed, not measured: 3 unconnected molecules or ions with the total composition C28H56BrI2NO12S, with the ωB97M-V functional and the def2-TZVPD basis.

Atoms and positions in Å:
C  -0.46  -3.01  0.59
H  1.88  4.42  3.03
C  1.81  0.87  2.80
H  -6.23  7.83  -3.21
C  1.17  -0.07  3.87
H  -2.13  -1.82  0.98
H  -4.96  -3.99  4.25
H  -4.86  7.53  -4.29
H  3.90  -3.65  -6.33
C  -2.76  4.53  -2.02
Br  3.74  0.47  2.81
H  1.69  -2.67  4.39
H  -5.83  5.78  -1.45
C  2.49  -2.48  -2.29
H  -2.33  -4.13  1.76
O  -1.21  6.35  -1.61
C  -1.60  0.11  2.53
H  -2.73  3.48  -2.33
C  -3.99  5.82  -0.36
C  -3.81  0.28  1.18
H  -4.37  0.71  2.02
C  5.57  -6.12  -3.72
S  1.20  0.59  1.09
H  1.57  -1.92  -2.51
H  0.59  2.42  3.62
O  -4.49  7.08  -2.36
C  0.29  -1.29  3.50
H  2.25  2.42  4.16
H  3.42  2.68  1.03
H  2.39  -2.95  -1.31
H  0.61  -3.44  3.22
C  -3.52  -2.91  3.02
H  -0.94  4.42  -0.91
H  3.46  -2.05  -4.48
C  4.15  -7.87  -4.40
H  -5.50  7.30  -0.58
C  -2.13  -3.32  2.47
O  -4.33  0.76  -0.05
N  2.92  -3.49  2.21
H  -3.61  -1.83  3.12
H  -2.34  -0.18  3.28
C  -1.32  4.95  -1.79
H  -1.03  0.92  2.99
H  -3.95  -0.80  1.17
C  1.89  3.55  2.37
H  4.51  -7.79  -5.43
H  -0.31  -2.40  -0.30
H  3.46  -4.99  -5.27
C  -2.33  0.67  1.30
H  -0.21  6.22  0.20
C  -1.37  -2.28  1.61
I  4.88  4.13  2.73
H  0.60  0.58  4.54
H  0.83  6.47  -1.22
H  1.98  -0.46  4.47
H  -3.14  6.48  -0.19
H  6.11  -6.50  -2.84
C  -3.93  -3.63  4.32
I  -0.84  -1.63  5.32
H  -4.25  -3.20  2.26
O  0.24  -0.65  1.16
H  -0.20  7.79  -0.63
H  0.51  -3.29  0.98
O  5.23  -3.97  -4.88
H  6.58  -4.29  -3.44
O  3.22  -3.60  1.10
H  -5.81  6.17  -3.67
C  3.87  -3.98  -5.29
O  2.28  0.21  0.23
H  -3.88  1.59  -0.23
O  4.25  -6.64  -3.72
H  -0.95  -3.93  0.26
C  5.56  -4.61  -3.65
H  6.11  -6.43  -4.62
C  -0.14  6.72  -0.77
H  -1.83  0.40  0.38
O  2.13  -2.31  2.39
H  1.05  3.68  1.69
H  3.10  -8.15  -4.41
H  -3.29  -4.49  4.51
H  2.04  -2.92  -5.10
C  -5.05  6.51  -1.19
C  1.18  -2.54  3.43
H  4.92  -4.26  -2.84
H  4.72  -8.66  -3.89
C  2.98  -3.03  -4.53
O  0.40  1.72  0.74
H  3.10  4.39  0.82
C  3.17  3.60  1.56
H  -1.52  -3.78  3.25
H  3.33  -1.79  -2.26
H  -0.73  4.64  -2.66
C  -0.63  -1.06  2.27
O  -3.57  4.56  -0.86
H  -2.32  1.76  1.38
C  -5.40  7.15  -3.43
H  -4.44  5.59  0.61
H  -3.20  5.11  -2.84
O  2.70  -3.51  -3.24
H  -3.86  -2.98  5.19
C  1.62  2.33  3.27

**Strongest force on any atom**: 0.01643 Eh/bohr
**E_LUMO**: -0.0107 Eh
**Orbital gap**: 8.684 eV
**E_HOMO**: -9.0 eV
**2S+1**: 1

Atomic partial charges in e from the Löwdin method, atoms 1 to 99:
1 C -0.0259
2 H 0.0989
3 C -0.7223
4 H 0.0882
5 C -0.2828
6 H 0.1284
7 H 0.0677
8 H 0.0882
9 H 0.1270
10 C -0.1795
11 Br 0.8405
12 H 0.1051
13 H 0.1273
14 C -0.1042
15 H 0.1104
16 O -0.1923
17 C -0.1348
18 H 0.1267
19 C -0.1839
20 C -0.2620
21 H 0.1241
22 C -0.2074
23 S 0.5999
24 H 0.0901
25 H 0.1145
26 O -0.1955
27 C -0.6387
28 H 0.1081
29 H 0.0105
30 H 0.0678
31 H 0.1052
32 C -0.2556
33 H 0.1211
34 H 0.1266
35 C -0.1179
36 H 0.1284
37 C -0.1838
38 O -0.0590
39 N 0.0160
40 H 0.0722
41 H 0.0766
42 C -0.1999
43 H 0.1046
44 H 0.0982
45 C -0.3199
46 H 0.0877
47 H 0.0847
48 H 0.1211
49 C -0.1651
50 H 0.0829
51 C -0.2428
52 I 0.7504
53 H 0.0640
54 H 0.0884
55 H 0.0861
56 H 0.1223
57 H 0.1274
58 C -0.1201
59 I 1.1262
60 H 0.1072
61 O -0.2195
62 H 0.0886
63 H 0.0587
64 O -0.1232
65 H 0.1277
66 O 0.0991
67 H 0.0882
68 C -0.1861
69 O -0.2830
70 H 0.0711
71 O -0.1958
72 H 0.0880
73 C -0.1847
74 H 0.1259
75 C -0.1122
76 H 0.1187
77 O -0.1661
78 H 0.0876
79 H 0.0871
80 H 0.0695
81 H 0.1273
82 C -0.2072
83 C -0.2683
84 H 0.1221
85 H 0.0874
86 C -0.2087
87 O -0.2543
88 H 0.0383
89 C -0.6566
90 H 0.0734
91 H 0.0931
92 H 0.1310
93 C -0.3719
94 O -0.1339
95 H 0.1215
96 C -0.1143
97 H 0.1273
98 H 0.1227
99 O -0.1936